DFT (wB97M-V/def2-TZVPD) results for a 2-piece molecular cluster, C2H2FO3S overall at a distorted geometry.

**Energy above the lowest of the compared OMol25 structures with the same formula, charge and spin**: 403.7 kJ/mol
**Net charge**: -1
**Frontier orbital gap (spin up / spin down)**: 0.34583 / 0.19609 Ha

Positions of all 9 atoms, in Å:
C1 2.021 -0.326 0.872
C2 0.910 -0.928 0.633
O1 -2.713 1.171 0.466
O2 -2.552 -0.439 -1.465
O3 -1.442 1.750 -1.582
F1 0.733 -1.902 -0.276
S1 -2.028 0.685 -0.712
H1 1.938 0.594 1.575
H2 3.133 -0.605 0.488

Cartesian forces (eV/Å) of the 6 atoms listed first:
3.77 2.30 1.40
-1.68 -1.01 -1.77
-0.84 0.01 0.36
-0.75 -0.38 0.10
-0.70 -0.88 0.91
0.13 0.16 0.66